No. 1
C5H10N2S | ωB97M-V/def2-TZVPD

Each line ends with the natural charge from an NBO analysis.
Positions of all 18 atoms, in Å:
C: -1.6030 -1.3542 -0.5117  -0.3927
N: -1.3578 -0.0582 0.0946  -0.4846
C: -1.4905 1.2100 -0.5228  -0.4007
C: -0.0654 -0.1450 0.9898  -0.2062
C: 1.1473 0.4156 0.4817  -0.5659
S: 2.1795 -1.0444 -0.0239  0.2944
C: 3.6514 -0.1185 -0.3571  0.0439
N: 4.6525 0.6085 -0.3781  -0.3176
H: -1.6068 -2.1816 0.3187  0.2070
H: -2.5547 -1.1709 -0.9886  0.2094
H: -0.7128 -1.8877 -1.3188  0.1384
H: -1.4207 2.0971 0.2303  0.2062
H: -2.5069 1.3461 -1.1466  0.2096
H: -0.7201 1.2605 -1.1916  0.1643
H: 0.1391 -1.4348 0.9776  0.2010
H: -0.1965 0.3137 2.1838  0.2179
H: 1.5031 0.8532 1.3405  0.2315
H: 0.9623 1.2909 -0.1779  0.2443

Output
total energy = -19157.5937 eV
SMILES = CN(C)CCSC#N
orbital gap = 9.074 eV
energy relative to the best compared isomer or geometry (same formula, charge and spin) = 5.312 eV
total charge = 0

No. 2
C36H32N9O7SSe2Ta | ωB97M-V/def2-TZVPD

Each line ends with the Mulliken charge.
Positions of all 88 atoms, in Å:
Ta: -0.4248 0.2429 -0.2755  2.7020
Se: -2.5800 0.6393 1.4274  0.3399
Se: -3.5215 2.3875 0.1027  -0.0895
C: -1.9341 3.4185 0.2895  0.1955
C: -2.0334 4.8008 0.4032  -0.9087
C: -0.8788 5.5368 0.5859  -0.5816
C: 0.3364 4.8690 0.6704  -1.1261
C: 0.3483 3.4977 0.5392  -0.4050
N: -0.7619 2.7774 0.3276  0.5502
C: -3.9807 -0.6651 1.0018  0.8067
C: -5.2456 -0.2728 0.5928  -0.4062
C: -6.1774 -1.2801 0.3849  -0.5887
C: -5.8127 -2.5986 0.5937  -0.6394
C: -4.5233 -2.8659 1.0316  -0.5526
N: -3.6239 -1.9068 1.2385  -0.1707
H: -3.0073 5.2689 0.3697  0.5294
H: -0.9255 6.6121 0.6937  0.4539
H: 1.2609 5.3999 0.8463  0.5746
H: 1.2690 2.9342 0.6079  0.5183
H: -5.5126 0.7645 0.4515  0.3859
H: -7.1823 -1.0272 0.0744  0.4406
H: -6.5160 -3.4040 0.4363  0.4454
H: -4.1909 -3.8771 1.2339  0.4876
S: 4.5807 3.7660 -5.5098  0.2040
N: 4.8551 2.9516 -4.1522  -0.6634
C: 3.6744 2.6776 -3.6227  0.6412
C: 3.4445 1.9328 -2.4053  0.4401
C: 4.4889 1.4053 -1.6442  -0.4429
C: 4.1858 0.6702 -0.5231  -1.3250
C: 2.8516 0.4737 -0.1926  -0.3294
N: 1.8434 0.9940 -0.8901  0.1267
C: 2.1221 1.7222 -1.9941  -0.3258
C: 1.0130 2.2975 -2.7449  -0.5857
N: -0.2157 2.1388 -2.2331  0.4739
C: -1.2501 2.6260 -2.9027  -0.0976
C: -1.1286 3.2820 -4.1258  -1.2802
C: 0.1266 3.4660 -4.6547  -0.5043
C: 1.2289 2.9834 -3.9465  0.3426
C: 2.5905 3.1716 -4.3901  0.7503
N: 2.9744 3.8077 -5.4843  -0.6747
H: 5.5105 1.5781 -1.9566  0.5869
H: 4.9601 0.2363 0.0928  0.5241
H: 2.5772 -0.1320 0.6572  0.4598
H: -2.2250 2.5047 -2.4488  0.4101
H: -2.0129 3.6380 -4.6345  0.4774
H: 0.2872 3.9755 -5.5957  0.5821
N: -0.7552 -2.0992 2.8666  -0.3725
N: -1.7156 -1.1150 3.2593  -0.3691
H: -0.5309 -2.7218 3.6373  0.3310
H: 0.0887 -1.6092 2.5949  -0.1191
H: -1.4228 -0.5910 4.0817  0.0915
H: -2.5790 -1.5984 3.4773  0.3496
O: -0.1424 -0.4256 -2.2303  -0.5525
N: -1.4216 -0.4736 -2.3075  0.9516
O: -2.0125 -1.1919 -3.0249  -0.5936
O: -2.0146 0.3650 -1.5123  -0.3413
O: 0.8016 -1.5903 -0.1071  -0.8869
C: -0.2166 -2.3017 -0.4017  1.0733
O: -1.3293 -1.6498 -0.3304  -0.6952
C: -0.1618 -3.6762 -0.8111  -0.1700
C: -1.3330 -4.2941 -1.2558  -0.4454
C: -1.3313 -5.6191 -1.6690  -1.3615
C: -0.1269 -6.2858 -1.6006  1.0244
O: 0.1272 -7.5588 -1.9248  -0.4656
C: 1.5222 -7.7897 -1.6747  -0.2462
O: 2.0722 -6.5559 -1.2118  -0.4876
C: 1.0494 -5.6670 -1.1596  0.7078
C: 1.0706 -4.3670 -0.7600  -1.0625
H: -2.2508 -3.7231 -1.2856  0.5668
H: -2.2245 -6.1086 -2.0285  0.4535
H: 2.0106 -8.0919 -2.6002  0.2628
H: 1.6298 -8.5564 -0.9078  0.2709
H: 1.9706 -3.8777 -0.4165  0.5796
C: 2.4215 2.4108 3.8295  -1.5866
C: 1.7834 1.0131 3.8995  1.7603
C: 2.8770 -0.0572 4.0407  -1.5964
C: 0.8148 0.9357 5.0877  -1.6947
C: 1.0474 0.7847 2.6510  -0.7005
C: 0.4677 0.6168 1.5945  1.3039
H: 3.0294 2.5785 4.7186  0.4712
H: 1.6551 3.1856 3.7834  0.3119
H: 3.0642 2.4992 2.9517  0.2782
H: 3.4194 0.0971 4.9737  0.4373
H: 3.5893 0.0015 3.2163  0.3216
H: 2.4458 -1.0590 4.0567  0.3331
H: 1.3390 1.2065 6.0045  0.4759
H: 0.4311 -0.0790 5.2115  0.3181
H: -0.0240 1.6210 4.9584  0.3210

Output
total energy = -208658.3058 eV
orbital gap = 6.308 eV
energy relative to the best compared isomer or geometry (same formula, charge and spin) = 1.866 eV
total charge = +2

No. 3
C6H6O | ωB97M-V/def2-TZVPD

Each line ends with the natural charge from an NBO analysis.
Positions of all 13 atoms, in Å:
C: 1.6771 1.7889 1.4317  -0.0011
C: 0.2246 -0.0186 0.2650  -0.0490
C: -0.3162 -1.2739 0.3976  0.5094
C: 1.0448 0.6550 1.1677  -0.3807
C: -0.2333 0.3206 -1.1189  -0.4393
C: -1.2697 -0.8722 -0.9256  -0.4795
O: -0.2844 -2.3289 1.0550  -0.5156
H: 1.3051 2.8514 1.4220  0.1842
H: 1.3525 -0.1451 1.7989  0.2718
H: -0.5520 1.3321 -1.1116  0.2199
H: 0.4065 0.0303 -2.0359  0.2313
H: -1.0771 -1.6831 -1.7007  0.2228
H: -2.2780 -0.6565 -0.6450  0.2260

Output
total energy = -8360.3612 eV
orbital gap (alpha / beta) = 7.711 / 7.242 eV
energy relative to the best compared isomer or geometry (same formula, charge and spin) = 6.145 eV
total charge = 0

No. 4
C22H18N2O2 | ωB97M-V/def2-TZVPD

Each line ends with the natural charge from an NBO analysis.
Positions of all 44 atoms, in Å:
C: -5.1900 -2.6634 1.7274  -0.6309
C: -3.7800 -2.3354 1.3210  -0.0113
C: -2.7955 -2.1512 2.3026  -0.2060
C: -1.5428 -1.6604 1.9614  -0.2163
C: -1.2308 -1.3696 0.6212  0.0450
C: 0.0275 -0.5535 0.3764  -0.2980
C: 0.8101 -0.8000 -0.9080  -0.0323
C: 2.2110 -0.8813 -0.7935  -0.1949
C: 3.0271 -0.6891 -1.9006  -0.2056
C: 2.4572 -0.5621 -3.1689  -0.2119
C: 1.0676 -0.5898 -3.3099  -0.2223
C: 0.2412 -0.6553 -2.1794  -0.1740
C: -0.3198 0.9354 0.4416  -0.0944
C: 0.8960 1.8431 0.2723  -0.0450
C: 1.8861 1.8415 1.2550  -0.1521
C: 3.1040 2.4804 1.0153  -0.1704
C: 3.3389 3.1186 -0.2041  -0.1787
C: 4.6270 3.7067 -0.4626  0.2769
N: 5.6920 4.1439 -0.6774  -0.2985
C: 2.3052 3.2070 -1.1426  -0.1527
C: 1.0813 2.5774 -0.8999  -0.1890
N: -1.0182 1.2652 1.8110  0.5256
O: -2.2092 1.6379 1.7457  -0.3547
O: -0.3568 1.1412 2.8538  -0.3875
C: -2.1090 -1.8115 -0.3669  -0.2365
C: -3.4036 -2.2203 -0.0233  -0.2001
H: -5.8582 -2.6507 0.8601  0.2157
H: -5.2616 -3.6589 2.1846  0.2215
H: -5.5488 -1.9371 2.4706  0.2244
H: -3.0221 -2.3764 3.3454  0.2151
H: -0.7835 -1.5095 2.7288  0.2198
H: 0.7173 -0.7532 1.2103  0.2317
H: 2.6576 -1.0118 0.1972  0.2155
H: 4.1144 -0.6367 -1.7677  0.2232
H: 3.0986 -0.4080 -4.0426  0.2210
H: 0.6096 -0.5308 -4.2974  0.2171
H: -0.8371 -0.5399 -2.3011  0.2059
H: -1.1017 1.1828 -0.2990  0.2431
H: 1.7047 1.3154 2.1937  0.2425
H: 3.8706 2.4874 1.7899  0.2315
H: 2.4570 3.7734 -2.0641  0.2334
H: 0.2884 2.5991 -1.6602  0.2274
H: -1.7971 -1.8377 -1.4064  0.2140
H: -4.1249 -2.4627 -0.8094  0.2124

Output
total energy = -30178.3938 eV
SMILES = Cc1ccc([C@@H](c2ccccc2)[C@H](c2ccc(C#N)cc2)[N+](=O)[O-])cc1
orbital gap = 8.800 eV
energy relative to the best compared isomer or geometry (same formula, charge and spin) = 1.426 eV
total charge = 0

Question: Look up the total charge of the fourth one.
Answer: 0